C21H24N6O4 | ωB97M-V with the def2-TZVPD basis set

Summary:
Frontier orbital gap ... 8.508 eV
Strongest force on any atom ... 1.40 eV/Å
SMILES ... CCOc1ccc(NC(=O)Cn2nnc(C(=O)NCc3ccccc3OC)c2N)cc1
LUMO ... 0.57 eV
Electronic energy ... -1444.1529 Ha

Geometry as XYZ:
```
55
Properties=species:S:1:pos:R:3:lowdin_charge:R:1
C 6.63 3.63 1.10 -0.0646
C 7.37 2.79 0.07 -0.2511
O 7.34 1.41 0.36 -0.0544
C 6.20 0.70 0.14 -0.2734
C 5.05 1.17 -0.49 -0.0226
C 3.97 0.33 -0.68 -0.0180
C 4.01 -0.99 -0.25 -0.2181
N 2.87 -1.78 -0.48 0.1368
C 2.65 -3.06 -0.12 -0.4438
O 3.43 -3.80 0.42 0.0769
C 1.24 -3.58 -0.52 -0.0235
N 0.18 -2.65 -0.28 -0.0755
N -0.62 -2.76 0.81 0.0410
N -1.45 -1.80 0.81 0.0608
C -1.25 -1.02 -0.28 -0.1472
C -2.01 0.17 -0.68 -0.4399
O -1.75 0.76 -1.73 0.0354
N -2.98 0.52 0.18 0.0955
C -3.90 1.60 -0.06 -0.1050
C -5.30 1.09 -0.28 -0.1334
C -5.97 1.27 -1.48 -0.0318
C -7.25 0.79 -1.66 -0.0916
C -7.88 0.11 -0.63 -0.0855
C -7.23 -0.09 0.58 -0.0213
C -5.95 0.40 0.77 -0.2269
O -5.22 0.25 1.92 -0.0984
C -5.80 -0.43 3.00 -0.0748
C -0.20 -1.57 -1.00 -0.2568
N 0.44 -1.07 -2.11 0.1443
C 5.15 -1.47 0.38 -0.0012
C 6.23 -0.63 0.57 0.0085
H 7.05 3.46 2.09 0.0793
H 6.73 4.69 0.86 0.0761
H 5.58 3.38 1.13 0.0665
H 6.99 2.99 -0.94 0.1146
H 8.44 3.04 0.08 0.1223
H 4.98 2.19 -0.85 0.1048
H 3.09 0.71 -1.17 0.1119
H 2.13 -1.28 -0.97 0.0931
H 1.04 -4.47 0.07 0.1345
H 1.27 -3.85 -1.58 0.1349
H -3.14 -0.06 0.99 0.1249
H -3.55 2.13 -0.95 0.1218
H -3.89 2.28 0.80 0.1333
H -5.47 1.79 -2.28 0.1151
H -7.76 0.94 -2.60 0.1000
H -8.88 -0.27 -0.76 0.1036
H -7.74 -0.62 1.37 0.1021
H -5.05 -0.43 3.79 0.0966
H -6.04 -1.47 2.74 0.0995
H -6.71 0.07 3.36 0.0973
H 0.69 -1.75 -2.82 0.1118
H -0.10 -0.29 -2.48 0.0938
H 5.19 -2.49 0.72 0.1017
H 7.13 -0.99 1.05 0.1199
```